[1]
A cluster of 4 separate species, C20H34N3O4PSi in total. Source: OMol25; level of theory: ωB97M-V/def2-TZVPD.

Calculated values
SMILES	CP(C)OC(=O)OCCO[Si](C)(C)C.c1cc[nH]c1.c1cc[nH]c1.c1cc[nH]c1
E_tot	-51119.6345	eV
HOMO energy	-0.2899	Ha
gap between HOMO and LUMO	8.4309	eV

XYZ file:
```
63
Properties=species:S:1:pos:R:3:forces:R:3
C -3.8690 -1.6029 2.8050 -0.129 -0.086 0.168
P -2.6338 -1.6218 1.4540 0.134 -0.178 0.057
C -3.5053 -2.6257 0.1853 -0.071 -0.016 0.051
O -2.8753 -0.0581 0.8395 0.073 -0.149 0.048
C -1.7582 0.6778 0.7111 0.017 -0.180 0.105
O -1.4780 1.5765 1.4491 0.059 0.460 0.065
O -1.0236 0.2609 -0.3198 -0.368 0.115 -0.451
C -0.1625 1.2265 -0.9438 0.461 0.279 -0.106
C 1.2779 0.7290 -1.0098 -0.268 -0.191 0.140
O 1.5695 0.2655 -2.3183 0.140 0.183 0.274
Si 3.1420 -0.0411 -2.7715 0.237 -0.215 -0.479
C 3.7594 -1.6404 -2.0098 -0.099 -0.073 -0.084
C 3.1013 -0.2430 -4.6296 0.010 -0.204 -0.137
C 4.2636 1.3750 -2.2986 -0.417 0.100 0.437
H -4.2273 -0.5930 3.0176 0.140 -0.046 -0.064
H -4.7354 -2.2328 2.5893 0.072 0.064 0.026
H -3.3746 -1.9845 3.7017 -0.127 0.063 0.000
H -3.7006 -2.0145 -0.6984 0.085 -0.075 0.034
H -2.8666 -3.4697 -0.0857 -0.104 0.104 -0.094
H -4.4530 -3.0079 0.5703 0.056 0.020 -0.119
H -0.2210 2.1758 -0.4097 -0.059 -0.187 0.115
H -0.5232 1.3787 -1.9645 -0.017 -0.125 0.122
H 1.9519 1.5401 -0.7116 -0.003 -0.029 -0.133
H 1.3903 -0.0836 -0.2786 0.021 0.105 -0.050
H 3.5424 -2.4640 -2.6993 -0.033 0.041 0.135
H 3.2659 -1.8712 -1.0619 0.158 0.027 0.010
H 4.8437 -1.6188 -1.8615 -0.113 0.006 0.087
H 3.7325 0.4867 -5.1433 -0.117 0.025 0.037
H 2.0834 -0.1669 -5.0222 0.082 0.092 0.053
H 3.4715 -1.2342 -4.9161 -0.021 0.113 0.015
H 3.8407 2.3161 -2.6664 0.208 -0.053 -0.104
H 5.2734 1.2313 -2.6885 -0.080 0.068 -0.024
H 4.3232 1.4693 -1.2075 0.154 -0.025 -0.120
N 5.0807 -3.7012 -6.1598 -0.024 0.015 0.008
C 6.0979 -2.9113 -6.6221 -0.010 -0.010 0.036
C 6.2766 -3.1936 -7.9494 -0.009 -0.001 -0.013
C 5.3272 -4.1920 -8.3017 0.007 0.009 -0.005
C 4.6042 -4.4830 -7.1765 0.004 0.005 0.016
H 4.7365 -3.7075 -5.2177 0.010 -0.006 0.005
H 6.6045 -2.2205 -5.9703 0.012 0.003 -0.007
H 7.0055 -2.7363 -8.5970 0.000 0.002 -0.003
H 5.1917 -4.6431 -9.2702 0.000 0.000 -0.003
H 3.7958 -5.1747 -7.0142 0.002 -0.008 -0.006
N -0.7086 3.7304 3.6082 0.060 -0.043 -0.016
C -0.8881 3.6292 4.9580 -0.001 -0.005 -0.021
C -0.7558 4.8821 5.4984 0.003 0.008 0.004
C -0.4843 5.7752 4.4269 0.002 0.004 0.007
C -0.4621 5.0316 3.2754 0.001 -0.022 0.003
H -0.7546 2.9643 2.9570 -0.130 -0.012 -0.049
H -1.0956 2.6792 5.4199 -0.001 0.000 0.011
H -0.8444 5.1306 6.5428 -0.002 0.002 0.002
H -0.3254 6.8385 4.4938 -0.001 0.003 0.001
H -0.2950 5.3199 2.2518 -0.004 0.011 -0.002
N -6.7065 -0.6678 6.2117 -0.003 0.012 -0.008
C -5.3717 -0.5891 5.9223 -0.019 -0.012 0.020
C -5.0831 0.7159 5.6242 0.004 -0.003 -0.005
C -6.2933 1.4533 5.7386 0.003 0.006 -0.005
C -7.2755 0.5720 6.1025 0.003 -0.019 -0.001
H -7.1945 -1.5067 6.4638 0.001 0.001 0.010
H -4.7449 -1.4634 5.9559 0.010 0.003 0.007
H -4.1141 1.1027 5.3549 -0.001 0.010 0.003
H -6.4245 2.5093 5.5734 0.006 0.004 -0.001
H -8.3242 0.7211 6.2929 -0.003 0.008 -0.004
```
Forces are in eV/Å.

Atom charges from the Löwdin analysis, given in e for atoms 1 to 8: number 1, C, carries -0.273; number 2, P, carries 0.923; number 3, C, carries -0.262; number 4, O, carries -0.211; number 5, C, carries -0.676; number 6, O, carries 0.122; number 7, O, carries 0.017; number 8, C, carries -0.107



[2]
The molecule C4H6NOP. Source: OMol25; level of theory: ωB97M-V/def2-TZVPD.

Calculated values
spin multiplicity	3
energy relative to the best compared isomer or geometry (same formula, charge and spin)	245.05	kJ/mol
expectation value of S²	2.029
E_tot	-17065.1162	eV
HOMO energy (alpha / beta)	-0.1972 / -0.3412	Ha
gap between HOMO and LUMO (alpha / beta)	6.0972 / 5.6860	eV

XYZ file:
```
13
Properties=species:S:1:pos:R:3:forces:R:3
C -0.3663 1.1189 -0.4703 0.753 -0.535 3.179
C -0.4667 1.2086 1.0225 -0.417 0.367 -4.699
C -0.6934 2.0454 -1.3798 -0.037 1.355 -1.428
C 0.2652 -0.2945 -0.2879 -1.677 -0.100 -1.232
N 0.0389 -0.0779 1.1664 0.952 -2.254 -0.111
O -0.8240 1.9332 1.9397 -0.571 1.395 1.229
P 0.4423 -0.6674 2.6992 -1.305 -2.192 -0.487
H -0.5977 2.0124 -2.4672 0.026 -0.490 0.456
H -0.9267 3.0304 -0.9899 -0.200 -0.096 -0.035
H -0.4327 -1.1388 -0.7422 1.810 1.341 1.162
H 1.3402 -0.3435 -0.5970 -0.993 -0.256 0.371
H -0.3763 0.3566 3.1352 -0.454 0.221 1.125
H 1.5220 0.0488 2.9896 2.111 1.242 0.470
```
Forces are in eV/Å.

Atom charges from the Löwdin analysis, given in e for atoms 1 to 8: number 1, C, carries -0.247; number 2, C, carries -0.506; number 3, C, carries -0.005; number 4, C, carries -0.089; number 5, N, carries -0.327; number 6, O, carries 0.102; number 7, P, carries 0.900; number 8, H, carries 0.043



[3]
A structure of composition C7H8O. Source: OMol25; level of theory: ωB97M-V/def2-TZVPD.

Calculated values
energy relative to the best compared isomer or geometry (same formula, charge and spin)	697.08	kJ/mol
E_tot	-9429.0175	eV
HOMO energy	-0.3418	Ha
gap between HOMO and LUMO	9.7756	eV

XYZ file:
```
16
Properties=species:S:1:pos:R:3:forces:R:3
C -2.4520 0.0841 0.1196 -0.307 -3.798 -0.931
C -1.4956 0.1584 -0.8689 -1.925 3.942 1.517
C -0.1733 0.0114 -0.3243 2.296 -1.059 0.400
C 0.3923 -1.0603 0.7864 -0.611 2.186 -1.875
C 1.6415 -0.5640 -0.2175 4.271 -5.772 2.172
C 1.8763 0.8545 0.0509 1.160 2.694 1.404
C 0.6152 1.4034 0.0165 1.788 -2.333 -0.425
H -3.5874 -0.0973 0.1575 1.698 1.604 -0.638
H -2.0199 -0.6038 0.8819 -0.597 0.718 0.100
H -1.4010 1.0432 -1.5970 -1.111 -1.964 -0.040
H -0.0813 -2.0288 0.4946 0.966 0.536 0.538
H 0.2177 -0.7140 1.7860 0.354 -0.140 0.829
H 2.4487 -1.3081 -0.6521 0.120 1.580 2.584
H 2.9946 1.1892 0.3542 -3.120 -0.279 -0.819
H 0.2019 2.4205 0.2107 0.388 -1.196 -0.308
O 0.8221 -0.7885 -1.1985 -5.370 3.280 -4.508
```
Forces are in eV/Å.

Atom charges from the Löwdin analysis, given in e for atoms 1 to 8: number 1, C, carries 0.041; number 2, C, carries -0.104; number 3, C, carries -0.390; number 4, C, carries 0.044; number 5, C, carries -0.447; number 6, C, carries -0.047; number 7, C, carries 0.047; number 8, H, carries 0.090



[4]
A cluster of 2 separate species, C4H12S in total. Source: OMol25; level of theory: ωB97M-V/def2-TZVPD.

Calculated values
energy relative to the best compared isomer or geometry (same formula, charge and spin)	27.53	kJ/mol
SMILES	CCS.CC
E_tot	-15177.4207	eV
HOMO energy	-0.3287	Ha
gap between HOMO and LUMO	9.9202	eV

XYZ file:
```
17
Properties=species:S:1:pos:R:3:forces:R:3
C 0.5791 -2.6553 0.2208 0.499 -0.338 -0.346
C 1.5832 -1.5428 0.4108 1.331 0.430 0.221
H 0.5916 -3.2986 1.0969 -0.337 0.029 0.189
H 0.9273 -3.3096 -0.5894 -0.412 0.224 -0.098
H -0.4250 -2.2789 0.0182 0.068 -0.188 0.097
H 2.6278 -1.9118 0.3506 -0.516 -0.045 -0.127
H 1.5320 -0.7208 -0.3112 -0.264 -0.208 -0.026
H 1.5493 -1.0947 1.4016 -0.380 0.122 0.084
C -0.5362 2.6161 -0.6647 -1.646 0.054 0.931
C -1.3528 1.3237 -0.5719 -0.027 -0.594 -0.257
S -1.7242 0.5952 1.0672 0.388 0.453 0.156
H 0.5052 2.3685 -0.5850 0.505 0.308 -0.155
H -0.8340 3.3545 0.0938 0.265 -0.397 0.204
H -0.8426 3.1241 -1.5652 0.560 -0.040 -0.722
H -2.3314 1.3610 -1.0466 0.059 0.457 -0.132
H -0.7956 0.5659 -1.1223 -0.037 -0.129 -0.003
H -1.0535 1.5033 1.7964 -0.055 -0.139 -0.018
```
Forces are in eV/Å.

Atom charges from the Löwdin analysis, given in e for atoms 1 to 8: number 1, C, carries -0.175; number 2, C, carries -0.195; number 3, H, carries 0.062; number 4, H, carries 0.064; number 5, H, carries 0.047; number 6, H, carries 0.068; number 7, H, carries 0.053; number 8, H, carries 0.054



[5]
A structure of composition C6H13N3. Source: OMol25; level of theory: ωB97M-V/def2-TZVPD.

Calculated values
energy relative to the best compared isomer or geometry (same formula, charge and spin)	478.10	kJ/mol
E_tot	-10898.4569	eV
HOMO energy	-0.2758	Ha
gap between HOMO and LUMO	8.4938	eV

XYZ file:
```
22
Properties=species:S:1:pos:R:3:forces:R:3
C -0.5197 1.0173 1.9607 0.364 -0.192 2.780
C 0.7837 0.3757 1.3688 -0.876 5.917 0.994
C 0.5303 0.5224 -0.0946 1.113 0.178 -0.552
C -0.2061 -1.8002 -0.0753 -2.250 -1.205 0.329
C -0.5928 -2.3709 -1.5003 -2.279 1.839 -0.085
C -0.1078 -0.9341 -2.0259 3.881 -1.681 -0.427
H -0.4800 1.3288 3.0683 0.274 -0.958 -1.306
H -1.3386 0.3470 1.8425 -0.801 -0.552 0.016
H -0.8226 1.9439 1.5253 0.019 0.368 -0.857
H 1.5524 1.1694 1.7316 -0.518 -1.585 -0.841
H 0.9996 -0.5710 1.7601 0.327 -1.264 0.161
H 1.0028 3.3688 -1.0352 -1.291 -0.860 2.209
H 0.6627 2.8714 0.9527 -0.340 0.222 -4.995
H 0.3903 -2.4902 0.4649 0.834 -0.604 0.663
H -1.1036 -1.5678 0.6517 1.408 0.004 -1.631
H -1.7090 -2.4809 -1.7219 1.337 0.246 0.680
H -0.2034 -3.3454 -1.7906 0.821 0.513 -0.124
H -0.8243 -0.2357 -2.3386 -1.601 0.877 0.268
H 0.6945 -0.8003 -2.8475 -1.097 -0.841 1.133
N 0.4150 1.5649 -0.8449 -0.087 -3.091 0.183
N 0.3475 2.7986 -0.3745 2.121 3.073 3.458
N 0.5292 -0.7115 -0.6773 -1.357 -0.404 -2.055
```
Forces are in eV/Å.

Atom charges from the Löwdin analysis, given in e for atoms 1 to 8: number 1, C, carries -0.124; number 2, C, carries -0.148; number 3, C, carries -0.400; number 4, C, carries -0.187; number 5, C, carries -0.095; number 6, C, carries -0.116; number 7, H, carries 0.100; number 8, H, carries 0.044



[6]
The ion C9H5F4O3S2 with charge -1. Source: OMol25; level of theory: ωB97M-V/def2-TZVPD.

Calculated values
SMILES	CCOC(=S)S[C@]1(F)C(=O)C(F)=C(F)C([O-])=C1F
E_tot	-48096.0812	eV
HOMO energy	-0.1529	Ha
gap between HOMO and LUMO	6.2510	eV
total charge	-1

XYZ file:
```
23
Properties=species:S:1:pos:R:3:forces:R:3
F -1.8286 -0.3275 2.2081 0.847 -0.368 -0.103
C -0.7032 -1.0115 1.8060 -0.422 -0.362 1.356
C -0.7123 -2.4136 2.1242 1.610 0.391 0.278
F -1.8803 -3.0256 2.3709 -0.700 -0.223 -0.599
C 0.4668 -3.2419 2.1339 -2.161 -0.369 -0.691
O 0.4626 -4.4833 2.0588 0.276 0.667 0.479
C 1.7319 -2.4994 2.1870 1.145 0.931 0.042
F 2.8643 -3.2301 2.1757 -0.728 0.605 0.021
C 1.7821 -1.1568 2.2792 1.421 -0.689 -0.277
F 2.9767 -0.5242 2.3581 -0.404 -0.119 0.104
C 0.5921 -0.3174 2.2937 -1.821 1.521 0.307
O 0.5281 0.8315 2.7165 0.665 -1.589 -0.675
C 0.3003 2.6918 -3.6125 0.399 0.128 -0.273
C -0.8012 2.3230 -2.6608 0.272 -0.113 -0.053
O -0.3952 1.1230 -1.9488 -0.456 0.627 -0.035
C -1.2115 0.7421 -0.9493 -0.475 0.411 0.298
S -0.6246 -0.7195 -0.2103 0.435 -0.651 -0.656
S -2.6119 1.5331 -0.5668 0.310 -0.244 0.123
H 0.0059 3.5792 -4.1718 -0.102 0.083 -0.029
H 1.2239 2.9408 -3.0939 0.049 -0.072 0.133
H 0.5243 1.9152 -4.3412 -0.075 -0.172 0.042
H -0.9611 3.1404 -1.9445 -0.132 -0.384 -0.127
H -1.7289 2.1308 -3.2123 0.049 -0.010 0.335
```
Forces are in eV/Å.

Atom charges from the Löwdin analysis, given in e for atoms 1 to 8: number 1, F, carries 0.010; number 2, C, carries -0.489; number 3, C, carries -0.245; number 4, F, carries 0.059; number 5, C, carries -0.343; number 6, O, carries 0.028; number 7, C, carries -0.107; number 8, F, carries 0.109



[7]
A structure of composition C2H6N2OS. Source: OMol25; level of theory: ωB97M-V/def2-TZVPD.

Calculated values
energy relative to the best compared isomer or geometry (same formula, charge and spin)	557.15	kJ/mol
E_tot	-18029.0308	eV
HOMO energy	-0.3148	Ha
gap between HOMO and LUMO	8.8757	eV

XYZ file:
```
12
Properties=species:S:1:pos:R:3:forces:R:3
C -0.0770 1.6486 0.0780 -3.191 2.733 2.148
C 0.3756 0.3368 0.0123 6.284 -0.724 0.894
H 0.4917 2.4981 0.5561 0.117 -1.290 -1.272
H -0.9859 1.4965 0.8148 1.172 1.068 -1.848
H -0.3684 1.6603 -0.9702 -0.915 1.975 -0.116
H 2.2213 0.9483 -0.7391 -0.635 -1.762 1.256
H 1.5233 -1.6332 -0.3346 2.309 2.660 1.380
H -2.6521 -1.4440 0.9542 1.891 2.434 -2.502
N 1.7938 0.2774 -0.0082 -2.245 4.230 -0.680
N -0.2443 -0.7506 -0.0313 -2.734 -0.909 0.161
O 2.2536 -0.9191 0.1153 0.089 -6.319 -1.677
S -1.9310 -0.2983 -0.0918 -2.143 -4.096 2.254
```
Forces are in eV/Å.

Atom charges from the Löwdin analysis, given in e for atoms 1 to 8: number 1, C, carries -0.128; number 2, C, carries -0.672; number 3, H, carries 0.119; number 4, H, carries 0.069; number 5, H, carries 0.093; number 6, H, carries 0.180; number 7, H, carries 0.187; number 8, H, carries 0.016



[8]
The molecule C3H6N2O2. Source: OMol25; level of theory: ωB97M-V/def2-TZVPD.

Calculated values
energy relative to the best compared isomer or geometry (same formula, charge and spin)	433.17	kJ/mol
SMILES	C=C(N)O[C@@H]1NO1
E_tot	-10280.3079	eV
HOMO energy	-0.3105	Ha
gap between HOMO and LUMO	9.3505	eV

XYZ file:
```
13
Properties=species:S:1:pos:R:3:forces:R:3
N 1.3071 -1.0034 -0.6290 -0.021 0.159 -0.052
C 0.7895 -0.3132 0.4602 0.172 0.155 0.132
O -0.5308 -0.6606 0.7368 0.061 0.027 0.047
C 1.4214 0.5134 1.2895 -0.013 -0.102 -0.063
O -1.2563 1.2490 -0.4775 0.083 0.236 0.150
C -1.5123 0.0189 0.0766 -0.263 -0.051 0.082
N -1.5090 0.0787 -1.3500 -0.138 -0.160 -0.203
H 0.6537 -1.0557 -1.4026 0.049 0.019 0.089
H 2.2050 -0.6442 -0.9268 -0.107 -0.070 0.036
H 2.4554 0.7954 1.1283 -0.133 -0.069 -0.011
H 0.8990 0.9063 2.1522 0.080 -0.069 -0.114
H -2.4511 -0.0980 0.6164 0.104 0.003 -0.110
H -2.4716 0.2132 -1.6741 0.126 -0.078 0.017
```
Forces are in eV/Å.

Atom charges from the Löwdin analysis, given in e for atoms 1 to 8: number 1, N, carries 0.128; number 2, C, carries -0.467; number 3, O, carries 0.022; number 4, C, carries 0.062; number 5, O, carries 0.009; number 6, C, carries -0.442; number 7, N, carries 0.115; number 8, H, carries 0.081



[9]
A structure of composition C8H12N3OS. Source: OMol25; level of theory: ωB97M-V/def2-TZVPD.

Calculated values
energy relative to the best compared isomer or geometry (same formula, charge and spin)	315.75	kJ/mol
E_tot	-25832.6033	eV
HOMO energy	-0.4677	Ha
gap between HOMO and LUMO	9.1802	eV
total charge	+1

XYZ file:
```
25
Properties=species:S:1:pos:R:3:forces:R:3
C 0.4898 2.5888 0.8897 1.520 6.679 -0.687
C 1.0825 0.5927 0.5216 -3.283 -0.733 1.648
C -0.9007 -0.4393 1.5443 -0.043 -2.238 -3.362
C -2.0983 -2.1749 -0.4219 -1.703 -2.726 0.285
C -1.5494 -0.4560 -1.3986 -1.329 1.175 -0.670
C 0.4714 -1.9776 -0.4045 -1.406 3.272 -2.177
C -0.9233 -1.3383 -0.3553 3.047 1.935 3.045
C 2.7106 2.1465 -0.3254 0.641 -2.124 1.864
N -0.4715 2.0110 1.4025 -2.226 -3.865 1.174
N 1.4516 1.8369 0.3281 1.350 0.551 0.310
N -0.1275 0.6974 1.2150 2.182 -1.736 -0.552
O -2.7189 -1.3066 -1.4314 0.333 -1.081 1.251
S 1.8864 -0.7753 -0.0677 -0.251 -1.103 0.183
H 0.3961 3.7015 0.9752 1.103 -1.057 -0.648
H -1.9398 -0.1421 1.6957 0.328 -0.358 0.408
H -0.4139 -1.2948 2.1441 -0.797 1.871 -0.679
H -1.8868 -3.2498 -0.7623 -0.507 1.390 -0.011
H -2.6057 -2.2898 0.5814 -0.138 0.293 -1.284
H -1.8477 0.5290 -1.0430 0.105 0.278 0.372
H -1.2571 -0.2552 -2.4419 0.959 -0.613 0.405
H 0.4004 -2.7919 0.2331 0.833 -1.675 1.055
H 0.6699 -2.1509 -1.4809 0.021 -0.668 0.726
H 3.6248 1.8060 0.2039 -0.895 -0.378 0.293
H 2.6539 1.5988 -1.2026 0.314 -0.443 -2.182
H 2.9034 3.1338 -0.3992 -0.158 3.354 -0.770
```
Forces are in eV/Å.

Atom charges from the Löwdin analysis, given in e for atoms 1 to 8: number 1, C, carries -0.150; number 2, C, carries -0.529; number 3, C, carries 0.063; number 4, C, carries -0.157; number 5, C, carries -0.128; number 6, C, carries -0.307; number 7, C, carries -0.310; number 8, C, carries 0.022